1.
{"formula": "C31H47BN8O4S3V", "method": "ωB97M-V/def2-TZVPD", "symbols": ["V", "S", "S", "S", "O", "O", "O", "O", "N", "N", "N", "N", "N", "N", "N", "N", "C", "C", "C", "C", "C", "C", "C", "C", "C", "C", "C", "C", "C", "C", "C", "C", "C", "C", "C", "C", "C", "C", "C", "C", "C", "C", "C", "C", "C", "C", "C", "B", "H", "H", "H", "H", "H", "H", "H", "H", "H", "H", "H", "H", "H", "H", "H", "H", "H", "H", "H", "H", "H", "H", "H", "H", "H", "H", "H", "H", "H", "H", "H", "H", "H", "H", "H", "H", "H", "H", "H", "H", "H", "H", "H", "H", "H", "H", "H"], "positions_angstrom": [[10.3400, 10.4127, 10.9074], [9.9319, 13.5410, 12.8317], [12.4983, 11.2653, 10.2620], [12.6527, 10.4541, 14.0235], [9.8103, 8.8324, 9.7842], [8.3506, 5.2627, 12.0627], [8.2811, 5.4306, 14.3067], [9.0626, 6.6988, 10.0209], [9.6410, 9.3866, 13.6580], [14.8737, 10.1316, 12.4981], [12.4075, 13.4770, 13.9334], [9.7029, 9.3399, 12.3221], [10.7725, 13.3693, 15.4146], [12.5379, 13.7473, 11.3687], [14.1404, 12.2143, 12.5876], [11.7059, 13.6949, 9.3166], [7.4179, 11.4658, 10.7262], [6.9223, 10.1793, 10.0492], [8.6645, 14.6029, 15.6193], [6.8035, 12.6835, 10.0139], [11.0123, 13.4606, 14.0485], [11.9862, 13.3517, 16.1102], [9.2602, 8.2033, 14.1652], [15.2502, 8.4196, 14.2006], [11.3800, 13.3942, 7.8852], [12.2190, 12.9274, 10.3169], [11.6641, 15.0451, 9.7800], [15.2772, 12.1789, 11.7970], [9.3776, 7.7898, 10.5064], [11.4377, 11.9098, 7.5546], [14.9975, 8.6592, 12.7061], [12.9677, 13.4259, 15.2021], [9.9540, 13.9026, 7.6061], [15.7343, 10.9179, 11.7371], [9.2949, 8.0664, 11.9400], [8.9305, 11.5414, 10.6357], [12.1509, 15.0550, 11.0046], [8.9950, 7.3194, 13.0822], [9.4069, 13.3260, 16.0169], [13.8605, 10.9245, 13.0441], [13.7163, 7.9715, 12.2199], [8.5201, 5.9279, 13.2013], [12.4141, 14.1485, 7.0233], [9.5323, 13.2726, 17.5509], [8.7010, 12.0614, 15.5330], [16.2023, 8.1483, 11.8981], [6.9899, 11.5008, 12.1998], [13.3045, 13.5085, 12.6895], [16.3117, 7.0781, 12.0420], [12.2891, 15.8684, 11.6898], [17.1403, 8.5987, 12.2248], [12.0236, 13.2885, 17.1820], [12.2580, 13.9026, 5.9700], [5.7133, 12.6526, 10.0868], [9.2007, 15.4751, 15.9895], [7.1371, 9.2903, 10.6416], [14.4231, 8.7920, 14.8002], [9.7423, 13.7298, 6.5501], [12.3413, 15.2316, 7.1428], [7.3772, 10.6606, 12.7788], [8.5422, 14.6858, 14.5473], [9.2105, 13.3555, 8.1839], [16.0779, 8.2945, 10.8312], [11.1244, 11.8217, 6.5221], [10.0285, 14.1550, 17.9611], [9.2546, 12.5540, 10.3533], [14.0332, 13.4207, 15.3200], [5.8353, 10.2158, 9.9539], [10.0453, 10.2052, 14.1000], [7.3466, 10.0238, 9.0575], [13.5065, 8.2248, 11.1833], [11.3165, 15.8245, 9.1333], [16.1715, 8.8952, 14.5335], [12.8535, 8.2160, 12.8341], [7.1173, 13.6324, 10.4361], [14.0692, 14.4338, 12.8574], [13.4324, 13.8627, 7.2887], [8.5465, 13.2280, 18.0034], [10.7479, 11.3095, 8.1578], [7.0482, 12.6763, 8.9494], [8.6196, 5.7903, 11.2246], [9.1514, 7.9467, 15.2057], [12.4383, 11.5104, 7.6659], [15.3683, 7.3501, 14.3655], [10.0814, 12.3939, 17.8790], [9.8587, 14.9659, 7.8023], [13.9056, 6.9040, 12.2391], [5.9073, 11.4764, 12.2866], [7.6928, 12.0359, 15.9227], [8.6460, 12.0174, 14.4473], [16.5737, 10.4790, 11.2416], [9.1932, 11.1695, 15.9043], [7.6883, 14.5962, 16.0927], [7.3622, 12.3999, 12.6900], [15.6546, 13.0866, 11.3619]], "lumo_ev": [2.374, 2.373], "spin_multiplicity": 3, "charge": -1, "de_lowest_kcal_mol": 0.0, "s2": 2.3588}

---

2.
{"formula": "C23H43N2OP3PdSe", "method": "ωB97M-V/def2-TZVPD", "symbols": ["Pd", "Se", "P", "P", "P", "O", "N", "N", "C", "C", "C", "C", "C", "C", "C", "C", "C", "C", "C", "C", "C", "C", "C", "C", "C", "C", "C", "C", "C", "C", "C", "H", "H", "H", "H", "H", "H", "H", "H", "H", "H", "H", "H", "H", "H", "H", "H", "H", "H", "H", "H", "H", "H", "H", "H", "H", "H", "H", "H", "H", "H", "H", "H", "H", "H", "H", "H", "H", "H", "H", "H", "H", "H", "H"], "positions_angstrom": [[-0.3273, 0.0223, -0.4501], [-0.1288, -0.2119, -3.3664], [0.3392, -2.2890, 0.0991], [-2.5019, -0.1517, -0.1888], [0.1145, 2.4028, -0.0683], [-2.6179, -1.8180, 4.1888], [-2.0166, -1.4362, 6.3404], [0.3828, 0.5299, 2.6478], [1.2950, 0.0941, -4.6022], [1.1940, 1.0131, 4.8594], [2.5769, 0.1164, 0.6020], [-0.4343, -3.1895, -1.3081], [0.9637, 0.4395, -5.9341], [1.9535, 0.4929, -6.9160], [1.7394, 3.2405, -0.0887], [1.2888, 1.0822, 3.4561], [-0.6434, 3.2658, 1.3690], [3.6368, -0.0257, -5.2533], [-3.2406, -1.5693, 0.6324], [-0.6301, -0.1338, 3.1826], [1.9957, -3.0688, 0.1567], [2.6495, -0.0916, -4.2695], [-0.7834, -0.3251, 4.5676], [-1.8817, -1.2424, 4.9986], [2.5382, 0.0305, -0.7494], [-3.2513, -0.1681, -1.8399], [-3.2948, 1.2309, 0.6357], [0.1455, 0.2904, 5.4352], [-0.7327, 3.1783, -1.5082], [-0.3513, -3.0974, 1.6030], [3.2952, 0.2431, -6.5866], [2.1201, 1.6103, 2.9734], [-3.0877, 2.1829, 0.1468], [2.6722, 1.0760, 1.1013], [-4.3289, -0.2398, -1.6729], [-2.7508, -2.0333, 6.6630], [-0.5813, 4.3533, 1.2165], [1.9006, -4.1170, -0.1624], [-3.0024, 1.2605, 1.6884], [0.0802, 0.2290, 6.5266], [0.5478, 0.4873, -1.8857], [2.6135, 0.9188, -1.3836], [-4.3127, -1.4668, 0.4009], [2.3754, -3.0587, 1.1835], [-2.8869, -1.0288, -2.4208], [1.5983, 4.2884, -0.3910], [-0.0660, -4.2236, -1.3126], [-0.0943, 3.0023, 2.2777], [1.6860, 0.7298, -7.9480], [-0.4264, 2.6584, -2.4232], [-2.9991, 0.7666, -2.3747], [-1.5270, -3.1858, -1.2268], [-3.1147, -1.5402, 1.7156], [-1.4461, -0.9417, 7.0204], [2.4829, -0.7660, 1.2316], [2.7286, -2.5809, -0.4843], [-0.1529, -2.6904, -2.2426], [-0.4436, 4.2352, -1.5572], [-0.3674, -4.1880, 1.4634], [-1.3602, -2.7607, 1.8536], [2.1850, 3.2314, 0.9114], [-1.8226, 3.0994, -1.4048], [-1.3580, -0.5745, 2.5016], [4.0696, 0.2633, -7.3606], [1.9591, 1.5239, 5.4464], [-0.0765, 0.6404, -6.1859], [-1.6920, 2.9855, 1.5095], [2.9184, -0.3004, -3.2361], [4.6815, -0.1895, -4.9842], [-4.3718, 1.0143, 0.5681], [2.4405, 2.7720, -0.7825], [0.2929, -2.8633, 2.4571], [2.5292, -0.9121, -1.2926], [-2.8848, -2.5215, 0.2314]], "lumo_ev": [-11.624, -15.623], "spin_multiplicity": 5, "charge": 4, "de_lowest_kcal_mol": 24.3, "s2": 6.0333}

---

3.
{"formula": "C5H10NOS", "method": "ωB97M-V/def2-TZVPD", "symbols": ["S", "O", "N", "C", "C", "C", "C", "C", "H", "H", "H", "H", "H", "H", "H", "H", "H", "H"], "positions_angstrom": [[-1.4335, -1.3339, 0.3515], [-2.9497, 1.0227, 0.1241], [-0.6150, 1.2693, 0.0922], [1.8329, 1.1540, 0.4950], [0.6868, 0.9799, -0.4729], [0.9998, -2.5406, -0.3475], [0.0939, -1.3627, -0.2305], [-1.7388, 0.4932, -0.3016], [-3.7825, 1.0512, -0.5327], [-0.5433, 1.2564, 1.1196], [0.4001, -3.4585, -0.6196], [-0.9095, 2.1829, -0.1963], [1.5634, 1.6788, 1.4421], [1.8369, -2.3253, -1.0122], [2.6040, 1.7597, -0.0065], [-1.6907, 0.3739, -1.4397], [1.4546, -2.4011, 0.6771], [2.1906, 0.2001, 0.8579]], "lumo_ev": [-4.608, -4.608], "spin_multiplicity": 1, "charge": 1, "de_lowest_kcal_mol": 146.0}

---

4.
{"formula": "C4H12", "method": "ωB97M-V/def2-TZVPD", "symbols": ["C", "C", "C", "C", "H", "H", "H", "H", "H", "H", "H", "H", "H", "H", "H", "H"], "positions_angstrom": [[-0.1083, 0.4963, 1.8801], [1.2295, -0.6853, -1.0333], [0.3673, -0.2821, -2.2182], [-1.5306, 0.4619, 1.3125], [-2.1220, -0.3259, 1.7687], [-0.3853, -1.0436, -2.4448], [-0.1787, 0.6307, -1.9593], [0.6087, -0.9972, -0.1895], [0.4115, 1.4682, 1.9493], [-2.0583, 1.2870, 1.8492], [0.9757, -0.2143, -3.1062], [0.5745, 0.0703, 1.1309], [-0.0510, 0.0487, 2.8666], [1.8762, 0.1084, -0.6780], [-1.5423, 0.4465, 0.2361], [1.9329, -1.4696, -1.3642]], "smiles": "CC.CC", "lumo_ev": 1.174, "spin_multiplicity": 1, "de_lowest_kcal_mol": 15.2}

---

5.
{"formula": "C3H4N2O", "method": "ωB97M-V/def2-TZVPD", "symbols": ["O", "N", "N", "C", "C", "C", "H", "H", "H", "H"], "positions_angstrom": [[2.4050, -0.3145, 0.0909], [-0.8522, -0.9673, 0.2198], [0.3883, -1.4354, 0.4321], [0.3192, 0.8736, -0.1752], [1.1967, -0.3369, 0.1988], [-1.0340, 0.2706, -0.1503], [0.7977, 1.0670, -1.1371], [-2.0276, 0.6895, -0.2512], [-1.6031, -1.6376, 0.3575], [0.4100, 1.7911, 0.4147]], "lumo_ev": 0.176, "spin_multiplicity": 1, "de_lowest_kcal_mol": 51.6}